(1)
{
  "formula": "C22H26N2O3",
  "method": "ωB97M-V with the def2-TZVPD basis set",
  "orbital_gap_ev": 8.6,
  "smiles": "COc1cc2c(cc1OC)[C@@H](Cc1ccc(OCCC#N)cc1)N(C)CC2",
  "relative_energy_kcal_mol": 82.7,
  "species": ["C", "O", "C", "C", "C", "C", "C", "C", "O", "C", "H", "H", "H", "H", "C", "N", "C", "H", "H", "H", "C", "H", "H", "C", "H", "H", "H", "C", "C", "C", "C", "C", "C", "C", "H", "H", "O", "C", "C", "C", "N", "H", "H", "H", "H", "H", "H", "H", "H", "H", "H", "H", "H"],
  "positions_angstrom": [[-6.768, -0.753, -0.035], [-5.972, 0.393, -0.186], [-4.603, 0.252, -0.183], [-3.969, -0.968, -0.004], [-2.585, -1.095, 0.021], [-1.799, 0.037, -0.138], [-2.427, 1.257, -0.337], [-3.808, 1.399, -0.366], [-4.230, 2.682, -0.564], [-5.583, 2.976, -0.824], [-5.603, 4.044, -1.045], [-6.218, 2.772, 0.040], [-5.958, 2.421, -1.687], [-1.842, 2.152, -0.487], [-0.288, -0.024, -0.096], [0.254, -1.371, -0.179], [0.473, -1.810, -1.540], [1.223, -1.165, -1.997], [-0.430, -1.788, -2.166], [0.861, -2.828, -1.524], [-0.500, -2.313, 0.622], [-0.472, -1.967, 1.658], [0.005, -3.282, 0.577], [-1.961, -2.453, 0.184], [-2.516, -3.041, 0.918], [-2.011, -2.989, -0.769], [0.105, 0.539, -0.951], [0.247, 0.677, 1.178], [1.731, 0.851, 1.075], [2.279, 2.036, 0.594], [3.641, 2.176, 0.434], [4.499, 1.123, 0.747], [3.962, -0.063, 1.232], [2.592, -0.188, 1.391], [2.188, -1.118, 1.758], [4.591, -0.899, 1.501], [5.833, 1.378, 0.557], [6.756, 0.325, 0.638], [6.658, -0.649, -0.554], [7.053, -0.005, -1.781], [7.374, 0.508, -2.750], [7.314, -1.506, -0.381], [5.628, -1.001, -0.663], [7.736, 0.811, 0.639], [6.643, -0.234, 1.576], [4.071, 3.092, 0.063], [1.629, 2.861, 0.341], [-0.243, 1.646, 1.271], [-0.008, 0.080, 2.053], [-4.557, -1.863, 0.128], [-6.600, -1.239, 0.932], [-7.797, -0.400, -0.083], [-6.598, -1.476, -0.840]]
}

***

(2)
{
  "formula": "C22H26N2O6",
  "method": "ωB97M-V with the def2-TZVPD basis set",
  "orbital_gap_ev": 8.0,
  "smiles": "CCCCCOc1ccc(C(=O)OCC(=O)Nc2cc(C)c(C)cc2[N+](=O)[O-])cc1",
  "relative_energy_kcal_mol": 53.5,
  "species": ["C", "C", "C", "C", "C", "O", "C", "C", "C", "C", "C", "C", "H", "H", "C", "O", "O", "C", "H", "C", "O", "N", "C", "C", "C", "C", "C", "C", "N", "O", "O", "H", "C", "H", "H", "H", "C", "H", "H", "H", "H", "H", "H", "H", "H", "H", "H", "H", "H", "H", "H", "H", "H", "H", "H", "H"],
  "positions_angstrom": [[-8.705, -2.636, -2.046], [-8.394, -2.191, -0.622], [-6.935, -1.768, -0.469], [-6.615, -1.321, 0.955], [-5.167, -0.863, 1.095], [-5.006, 0.313, 0.323], [-3.792, 0.896, 0.249], [-2.644, 0.447, 0.902], [-1.449, 1.123, 0.756], [-1.372, 2.257, -0.048], [-2.523, 2.707, -0.703], [-3.714, 2.041, -0.556], [-4.610, 2.377, -1.053], [-2.453, 3.587, -1.325], [-0.123, 3.005, -0.249], [0.014, 3.932, -1.009], [0.892, 2.541, 0.526], [2.149, 3.176, 0.385], [2.398, 3.681, 1.326], [3.276, 2.197, 0.062], [4.360, 2.591, -0.301], [2.915, 0.899, 0.260], [3.657, -0.248, 0.062], [4.948, -0.200, -0.466], [5.706, -1.335, -0.688], [5.174, -2.601, -0.381], [3.901, -2.665, 0.137], [3.129, -1.521, 0.370], [1.836, -1.731, 0.915], [1.439, -2.871, 1.046], [1.160, -0.759, 1.242], [3.462, -3.620, 0.387], [5.969, -3.847, -0.608], [5.400, -4.724, -0.313], [6.237, -3.943, -1.660], [6.893, -3.821, -0.033], [7.082, -1.210, -1.253], [7.157, -1.753, -2.194], [7.813, -1.638, -0.569], [7.334, -0.168, -1.429], [5.359, 0.767, -0.704], [1.971, 0.746, 0.627], [2.097, 3.930, -0.409], [-0.571, 0.755, 1.261], [-2.670, -0.432, 1.526], [-4.488, -1.647, 0.734], [-4.937, -0.653, 2.148], [-7.269, -0.492, 1.232], [-6.788, -2.142, 1.653], [-6.721, -0.945, -1.153], [-6.286, -2.605, -0.739], [-9.042, -1.354, -0.354], [-8.607, -3.009, 0.069], [-9.747, -2.932, -2.136], [-8.515, -1.828, -2.748], [-8.083, -3.484, -2.325]]
}

***

(3)
{
  "formula": "C22H26N3NaOSi2",
  "method": "ωB97M-V with the def2-TZVPD basis set",
  "orbital_gap_ev": 3.9,
  "charge": -2,
  "relative_energy_kcal_mol": 26.5,
  "species": ["Na", "O", "C", "N", "C", "C", "C", "C", "C", "C", "N", "C", "C", "C", "C", "C", "N", "H", "H", "H", "H", "H", "H", "H", "H", "H", "H", "C", "Si", "C", "C", "C", "C", "C", "C", "C", "Si", "C", "C", "H", "H", "H", "H", "H", "H", "H", "H", "H", "H", "H", "H", "H", "H", "H", "H"],
  "positions_angstrom": [[0.835, 0.527, -1.549], [-1.392, -2.401, -4.311], [-1.013, -1.527, -3.470], [0.243, -1.255, -3.078], [1.256, -2.049, -3.770], [1.905, -3.144, -2.876], [1.465, -3.227, -1.556], [1.973, -4.260, -0.751], [2.920, -5.089, -1.260], [3.406, -4.837, -2.587], [2.919, -3.880, -3.390], [-2.050, -0.595, -2.834], [-3.405, -0.731, -3.117], [-4.270, 0.236, -2.582], [-3.800, 1.241, -1.749], [-2.419, 1.281, -1.492], [-1.622, 0.379, -2.020], [2.109, -1.435, -3.902], [0.913, -2.503, -4.752], [0.779, -2.520, -1.125], [1.479, -4.416, 0.233], [3.263, -5.906, -0.617], [4.233, -5.470, -3.005], [-3.715, -1.650, -3.622], [-5.294, -0.030, -2.662], [-4.527, 1.892, -1.312], [-1.922, 2.005, -0.920], [-1.266, -0.302, 1.319], [0.714, -0.454, 1.483], [0.773, -1.910, 2.675], [0.757, 1.004, 2.730], [0.679, 0.753, 4.103], [0.596, 1.809, 5.030], [0.562, 3.114, 4.558], [0.785, 3.355, 3.155], [0.700, 2.334, 2.252], [0.607, 2.853, 0.396], [1.471, 4.611, 0.481], [-1.130, 3.705, 0.655], [-1.595, -0.468, 2.317], [-1.683, -1.060, 0.649], [-1.520, 0.719, 1.057], [0.005, -2.017, 3.435], [1.731, -2.054, 3.186], [0.680, -2.927, 2.148], [0.533, -0.229, 4.431], [0.416, 1.538, 6.122], [0.493, 3.890, 5.273], [0.849, 4.416, 2.961], [0.952, 5.381, 0.994], [1.715, 4.826, -0.682], [2.445, 4.553, 0.872], [-1.091, 4.285, 1.578], [-2.005, 3.170, 0.951], [-1.442, 4.468, -0.053]]
}

***

Number 3 is which compound? C22H26N3NaOSi2